A structure of composition C32H64O64S16 at a distorted geometry, computed with the ωB97M-V functional and the def2-TZVPD basis.

Properties
gap between HOMO and LUMO	10.24	eV
energy above the lowest of the compared OMol25 structures with the same formula, charge and spin	58.4	kJ/mol

```
176
Properties=species:S:1:pos:R:3:forces:R:3:mulliken_charge:R:1
C 1.17984 -27.30732 -8.01060 0.395 -0.068 -0.857 2.052
C 2.24963 -27.96236 -8.87283 0.059 -0.139 -1.648 0.535
O 2.76843 -29.03217 -8.02958 0.400 0.792 0.211 -0.299
S 1.53832 -29.69520 -7.30549 -0.439 0.433 -0.368 1.090
O 1.89410 -30.13860 -6.01482 0.264 0.743 0.781 -0.650
O 0.99151 -30.64498 -8.17705 -1.008 -1.316 -1.183 -0.588
O 0.55873 -28.41245 -7.36505 0.250 -0.944 1.032 -0.364
H 0.42611 -26.77577 -8.56880 -0.187 -0.054 -0.353 -0.807
H 1.59887 -26.63387 -7.30048 0.353 0.381 0.763 -0.642
H 3.08996 -27.30923 -9.19268 -0.604 -0.594 0.541 -0.488
H 1.79380 -28.44251 -9.79266 0.436 0.524 0.972 0.233
C 9.22038 -21.43082 -14.76887 -1.170 -0.264 0.565 -0.353
C 8.76488 -19.90751 -14.80519 0.208 -0.821 -0.074 -0.404
O 8.09919 -19.68035 -13.53059 0.768 0.954 -0.785 -0.363
S 7.59784 -20.99182 -12.85388 -1.588 -1.422 -0.782 1.120
O 6.30089 -21.40947 -13.37382 1.865 0.837 0.758 -0.435
O 7.76448 -20.83392 -11.44685 0.056 -0.321 -0.392 -0.537
O 8.71630 -21.93623 -13.48394 -0.245 0.310 -0.146 -0.177
H 10.23591 -21.81667 -14.76531 0.471 1.161 0.083 0.311
H 8.76671 -21.96150 -15.60157 -0.540 -0.094 0.132 0.288
H 8.01543 -19.70587 -15.58591 0.391 -0.353 0.194 0.299
H 9.61443 -19.23086 -14.94742 -0.344 -0.003 0.535 0.276
C 0.67872 -22.30969 -7.84791 0.117 0.441 -0.688 0.698
C -0.03882 -23.02241 -6.72127 0.023 -0.243 -0.150 -0.540
O -0.35594 -24.28976 -7.34352 -1.403 -0.072 0.280 -0.220
S -1.01626 -23.96742 -8.75590 1.831 1.457 -0.809 0.848
O -2.19745 -23.17278 -8.70109 -0.020 -0.769 0.418 -0.640
O -0.94528 -25.16758 -9.53203 0.180 1.084 0.401 -0.144
O 0.18543 -22.83593 -9.14765 -0.706 -1.430 1.482 -0.297
H 1.73960 -22.52204 -7.72125 0.073 0.103 -0.715 -0.576
H 0.46723 -21.24255 -7.84696 0.247 -0.003 -0.025 0.326
H -0.88553 -22.46358 -6.33495 -0.546 -0.359 -0.296 0.241
H 0.58695 -23.25978 -5.87576 0.390 -0.084 0.083 0.306
C 9.98306 -29.13287 -8.23215 1.086 -3.194 0.635 -0.744
C 10.42244 -27.70808 -7.98520 -0.243 0.590 -1.566 -0.199
O 9.13654 -27.02094 -8.15490 0.259 0.384 0.402 -0.383
S 7.89038 -28.01343 -8.03032 -0.102 -0.254 -1.530 1.228
O 6.88436 -27.59838 -8.94993 0.258 0.182 0.591 -0.010
O 7.59739 -28.32383 -6.68731 -0.331 0.481 1.128 -0.728
O 8.60637 -29.29220 -8.62750 0.643 1.291 -0.858 -0.348
H 9.99253 -29.63336 -7.27094 0.359 -0.190 0.298 0.384
H 10.60486 -29.76644 -8.88213 -0.303 0.638 -0.128 0.341
H 11.19023 -27.26580 -8.72128 -1.518 -0.613 1.048 0.255
H 10.78862 -27.67735 -6.96211 -0.097 0.622 -0.010 0.287
C 5.40404 -21.08932 -5.54388 1.741 0.426 -1.023 -0.420
C 4.99242 -21.79176 -6.82562 -1.481 0.542 -0.098 1.148
O 6.20253 -22.06671 -7.52841 -0.830 0.745 -1.251 -0.083
S 7.34253 -22.38174 -6.54077 -0.794 -1.113 0.174 1.074
O 8.45619 -21.59269 -6.85572 1.818 0.132 -0.695 -0.669
O 7.41145 -23.81643 -6.46416 0.620 0.502 0.406 -0.464
O 6.69471 -21.75478 -5.29132 -0.718 -0.166 1.910 -0.406
H 4.72630 -21.27331 -4.73314 -0.101 -0.083 0.419 0.338
H 5.70152 -20.01862 -5.66223 -0.726 -0.762 0.027 0.344
H 4.35007 -21.14206 -7.45006 0.395 -0.507 0.197 -0.421
H 4.48754 -22.73461 -6.59166 0.061 0.229 -0.129 -0.599
C 2.20663 -27.68029 -15.26441 -1.118 -1.163 -0.438 -0.468
C 1.72350 -27.39631 -13.85282 0.167 1.376 -0.418 0.688
O 0.82639 -26.21217 -14.07295 0.379 -0.111 0.654 -0.045
S 1.24007 -25.34686 -15.31707 0.557 0.291 -1.029 0.927
O 2.08641 -24.20855 -15.00236 -1.738 -1.256 -0.706 -0.681
O 0.02853 -25.18272 -16.12749 2.456 0.008 1.374 -0.465
O 2.26972 -26.41818 -15.93902 -0.347 0.395 0.098 -0.388
H 1.50898 -28.33896 -15.84942 0.522 0.527 0.674 0.239
H 3.17138 -28.15682 -15.19389 0.451 0.240 -0.390 0.180
H 2.58429 -27.14565 -13.18433 -1.039 -0.050 -0.557 -0.531
H 1.06646 -28.14599 -13.45361 -0.037 -0.290 0.312 0.537
C 5.35486 -26.20949 -5.08208 0.592 -0.799 0.945 0.045
C 4.49158 -26.47068 -6.28771 0.396 -2.283 -0.614 0.360
O 3.36686 -25.65191 -6.11998 -1.282 0.742 0.551 -0.053
S 3.22597 -25.11354 -4.61934 -3.054 0.861 0.152 1.089
O 1.87405 -25.42070 -4.16202 2.645 0.215 -0.550 -0.618
O 3.63925 -23.73668 -4.56055 -0.047 -0.639 -0.225 -0.551
O 4.32044 -26.02183 -4.01505 1.219 -0.640 -0.041 -0.407
H 6.01177 -25.35731 -5.14976 -0.329 0.802 -0.062 0.077
H 6.04804 -27.02319 -4.79703 -0.968 0.066 -0.004 0.286
H 4.20816 -27.61224 -6.35525 0.319 2.279 0.024 -0.077
H 4.91016 -26.09176 -7.20756 0.660 -0.479 -0.334 -0.217
C -2.59963 -25.72726 -14.89440 -0.688 -0.520 1.079 0.263
C -2.52146 -25.89973 -16.38682 1.024 -0.762 -0.649 0.023
O -3.84248 -26.19564 -16.85811 2.128 0.400 -1.817 -0.362
S -4.76010 -26.51189 -15.69607 -3.117 2.481 -0.551 1.088
O -4.65415 -27.84561 -15.34305 0.557 -3.007 1.345 -0.555
O -6.03378 -26.00656 -16.10191 0.326 0.091 1.028 -0.605
O -4.03050 -25.56891 -14.65376 -0.011 -0.155 0.458 -0.319
H -2.12809 -24.85040 -14.48312 0.182 0.233 -0.066 0.185
H -2.22394 -26.63892 -14.38216 -0.403 0.663 -0.091 -0.059
H -1.83880 -26.73788 -16.54803 -0.301 0.082 -0.545 0.269
H -2.16849 -25.04881 -16.92956 0.023 0.497 -0.222 0.098
C 1.04277 -21.23384 -18.14157 0.072 -1.048 -1.528 -0.451
C 0.02414 -22.46364 -18.18648 1.689 -0.680 0.651 0.631
O -1.24814 -21.92737 -18.29916 -1.140 2.430 -0.627 -0.313
S -1.16773 -20.31105 -18.74775 -1.101 -2.087 0.310 1.118
O -2.24040 -19.69525 -18.02619 0.934 0.095 -0.523 -0.546
O -1.04563 -20.18565 -20.17024 -0.082 -0.055 0.973 -0.586
O 0.21803 -20.06565 -18.05909 -0.143 0.505 0.308 -0.268
H 1.60777 -21.19564 -19.11067 -0.334 0.056 0.967 0.313
H 1.69708 -21.22895 -17.27331 -0.172 -0.055 -0.153 0.284
H 0.09028 -23.02625 -17.21294 -0.143 0.403 -1.147 -0.572
H 0.16915 -23.13450 -19.06753 0.408 0.448 0.800 0.406
C -2.93173 -28.68182 -8.73949 1.867 -1.048 1.291 -0.147
C -3.14202 -29.79339 -9.75053 -1.119 0.237 -0.609 -0.437
O -3.01089 -29.17103 -11.03898 0.374 -0.130 0.095 -0.389
S -2.02439 -27.93388 -10.90697 -0.493 -0.545 0.616 1.394
O -2.63239 -26.89854 -11.63887 0.886 0.688 -1.445 -0.682
O -0.67037 -28.39759 -10.96790 -0.202 0.571 -0.817 -0.519
O -2.30567 -27.59108 -9.40971 -0.627 -0.026 0.858 -0.245
H -2.14744 -29.11055 -8.06862 -0.902 0.713 0.200 0.062
H -3.82221 -28.37496 -8.20915 -0.049 0.325 -0.044 0.324
H -4.18185 -30.14092 -9.72980 0.512 -0.386 0.095 0.304
H -2.38943 -30.55470 -9.60453 -0.061 -0.423 -0.263 0.306
C 8.19127 -26.30754 -13.22690 0.810 -0.174 0.422 -0.043
C 7.45414 -27.06222 -12.08388 -1.720 -0.337 -0.797 0.048
O 6.78761 -28.20206 -12.79111 0.997 0.119 -0.164 -0.336
S 6.28579 -27.67400 -14.16207 -2.987 1.720 -0.492 0.740
O 5.02660 -26.95865 -13.90687 2.031 -0.671 -0.459 -0.171
O 6.23453 -28.67054 -15.18390 0.792 0.508 0.745 -0.644
O 7.45633 -26.57605 -14.40970 -1.366 -1.220 -0.672 -0.344
H 9.22052 -26.69652 -13.43477 -0.866 0.468 0.588 0.139
H 8.17054 -25.20877 -13.09907 0.169 -0.674 0.159 0.096
H 6.59996 -26.51460 -11.63040 0.896 0.041 -0.204 0.145
H 7.98260 -27.62555 -11.35143 0.942 0.378 0.548 0.250
C 1.75994 -24.91828 -11.15155 -1.134 -1.201 -0.728 0.616
C 2.81044 -24.59543 -12.16389 1.809 -0.404 0.619 0.280
O 3.61784 -23.65013 -11.39231 1.062 -0.586 1.366 0.082
S 3.93228 -24.38602 -9.99838 -3.065 1.474 0.670 -0.317
O 3.92514 -23.39026 -8.95625 0.514 -0.803 -0.852 0.309
O 4.98906 -25.32390 -10.10382 0.154 -0.364 -0.040 -0.199
O 2.43519 -25.18325 -9.85559 1.668 1.718 -1.876 0.191
H 1.32300 -25.87682 -11.46584 -0.403 0.370 0.472 -0.265
H 1.00974 -24.09178 -11.18038 0.614 -0.731 0.889 -0.104
H 2.48752 -24.02067 -13.01157 -0.268 -0.206 -0.274 -0.457
H 3.49842 -25.46398 -12.41715 -0.927 0.983 -0.022 -0.131
C 8.56077 -24.35179 -9.46017 0.615 2.769 -0.148 -0.142
C 9.93680 -23.77964 -8.98988 -1.044 0.743 -1.527 -0.170
O 10.85073 -24.59713 -9.75233 1.317 0.108 0.697 -0.472
S 10.25701 -24.93606 -11.16152 0.039 -1.592 1.150 1.085
O 10.61733 -26.27601 -11.52576 0.542 1.071 -0.120 -0.662
O 10.37165 -23.81968 -12.00275 0.612 0.663 -1.266 -0.496
O 8.80253 -25.03474 -10.65463 -1.345 -0.774 -0.941 0.392
H 7.89421 -23.51297 -9.67678 -0.277 -0.339 0.319 0.268
H 8.21892 -25.05054 -8.77553 -1.040 -0.907 1.211 -0.343
H 10.03916 -23.99981 -7.95518 0.551 0.022 0.758 0.404
H 10.04595 -22.67347 -9.22447 0.084 -1.473 0.280 0.270
C -2.50164 -21.03642 -14.77759 0.874 -0.253 0.377 -0.302
C -1.77688 -19.82389 -14.15526 0.007 -0.909 -0.113 -0.531
O -0.70524 -20.42318 -13.37381 -0.485 -0.425 -0.234 -0.287
S -0.05196 -21.57595 -14.26007 -1.198 0.875 0.413 0.848
O 0.35936 -22.60039 -13.36946 -0.124 -0.269 -0.224 -0.230
O 0.86251 -20.94899 -15.14476 0.397 -0.366 -0.420 -0.677
O -1.38760 -21.97008 -15.09072 0.325 0.391 0.700 -0.096
H -3.04715 -20.87110 -15.71396 0.306 0.157 0.324 0.326
H -3.11861 -21.50754 -14.01410 -0.085 -0.191 -0.174 0.307
H -2.39051 -19.28600 -13.43377 0.101 0.212 -0.406 0.326
H -1.30192 -19.25673 -14.94136 -0.165 0.694 -0.082 0.298
C 5.66996 -30.57134 -11.32796 -2.007 0.068 0.834 -0.165
C 4.50630 -31.32582 -10.47887 0.747 0.870 -2.868 -0.008
O 3.40304 -31.34727 -11.44578 -0.139 0.512 -0.897 -0.408
S 3.73786 -30.63276 -12.89870 2.447 -1.399 3.107 0.982
O 3.45757 -29.24302 -12.77366 -0.663 -0.072 -0.529 -0.114
O 3.32052 -31.47777 -13.95310 -0.264 0.618 0.080 -0.650
O 5.35911 -30.78266 -12.70863 -1.242 -0.178 -0.238 -0.437
H 6.62606 -30.97748 -11.17010 1.158 -0.615 0.245 0.573
H 5.69246 -29.49350 -11.12627 -0.194 -0.308 0.115 -0.142
H 4.21573 -30.81790 -9.58663 -0.266 0.610 0.403 0.021
H 4.70906 -32.35901 -10.26021 0.347 -0.361 -0.030 0.316
C 3.84405 -20.35606 -10.67849 0.454 -0.096 1.392 0.371
C 4.80153 -19.15947 -10.36800 -1.555 -0.676 -0.308 -0.357
O 4.26972 -18.71562 -9.09701 1.128 0.228 0.362 -0.404
S 2.69452 -18.71653 -9.19463 0.833 -0.181 -1.650 1.150
O 2.32891 -17.61162 -10.00849 -0.444 -0.032 0.080 -0.614
O 2.14446 -18.96169 -7.93486 -0.735 0.221 1.744 -0.555
O 2.60665 -20.08380 -9.96888 -0.573 0.748 -0.756 -0.080
H 4.06619 -21.27038 -10.15204 1.145 -0.360 -0.380 -0.766
H 3.67114 -20.53480 -11.70850 -0.242 -0.005 -0.947 0.674
H 4.67509 -18.38340 -11.11457 -0.133 0.286 -0.027 0.405
H 5.84958 -19.39856 -10.31627 0.202 -0.329 0.498 0.241
```
Positions in Å, forces in eV/Å.